Entry 1:
{
  "formula": "C3H3F2O4S",
  "method": "ωB97M-V/def2-TZVPD",
  "species": ["C", "C", "C", "O", "O", "O", "O", "F", "F", "S", "H", "H", "H"],
  "positions_angstrom": [[3.276635, -2.472438, 1.801810], [0.058341, -0.147568, -0.403789], [1.191689, -1.645904, 1.923899], [3.800409, -1.662349, 2.447493], [3.044870, -3.398998, 1.150830], [1.479872, 1.053972, 1.596193], [2.692139, -0.435148, 0.033553], [0.355748, -2.504004, 1.143808], [0.301236, -1.159402, 2.868812], [1.510267, -0.197019, 0.824995], [-0.743670, -0.447541, 0.276440], [-0.046869, 0.893165, -0.786091], [0.205217, -0.894674, -1.110966]],
  "forces_ev_per_angstrom": [[-0.660, 0.747, 0.767], [0.560, 1.565, 2.774], [-0.777, -0.407, -0.319], [1.402, 0.575, 0.755], [0.066, -1.588, -1.094], [-0.149, -1.119, -0.480], [0.295, -0.404, -0.205], [0.385, 0.523, 0.096], [0.077, -0.006, 0.062], [-1.385, 1.804, -0.874], [-0.316, 0.308, -0.385], [0.145, -0.896, 0.289], [0.357, -1.103, -1.384]],
  "mulliken_charge": [0.856, -0.931, -0.156, -0.453, -0.443, -0.681, -0.679, -0.311, -0.265, 1.168, 0.266, 0.307, 0.322],
  "homo_energy_ev": -4.01,
  "multiplicity": 1,
  "homo_lumo_gap_ev": 7.543,
  "charge": -1,
  "e_above_lowest_kj_mol": 195.9
}

=====

Entry 2:
{
  "formula": "C6H7CoO6",
  "method": "ωB97M-V/def2-TZVPD",
  "species": ["O", "O", "C", "C", "O", "C", "H", "H", "H", "H", "Co", "O", "O", "C", "C", "O", "C", "H", "H", "H"],
  "positions_angstrom": [[0.095092, 0.200436, 1.584292], [-1.827331, -0.743103, 0.744923], [-2.648532, 0.378690, 0.470948], [-1.972172, 0.985203, -0.751648], [-0.593485, 0.707046, -0.519704], [-0.493314, -0.377231, 0.550353], [-3.667913, 0.028689, 0.277690], [-2.654973, 1.075798, 1.323045], [-2.125919, 2.066254, -0.842750], [-2.292040, 0.485571, -1.677185], [0.884020, 1.557023, 0.519316], [2.880089, 1.870014, 0.289719], [2.320089, -0.168088, -0.077274], [1.689652, -1.304755, -0.412137], [0.272030, -1.562838, -0.062562], [4.495624, 0.302673, -0.106450], [3.371675, 0.734733, -0.001830], [2.334636, -1.940586, -1.017429], [-0.289169, -1.903131, -0.948116], [0.221940, -2.392392, 0.656808]],
  "forces_ev_per_angstrom": [[-0.222, 0.509, 0.262], [-0.026, -0.146, -0.112], [-0.106, 0.155, 0.172], [-0.445, 0.174, -0.146], [0.098, 0.081, -0.486], [-0.042, -1.147, -0.027], [0.269, 0.069, 0.042], [0.014, -0.144, -0.181], [0.048, -0.240, -0.014], [0.155, 0.129, 0.223], [2.379, -0.100, 0.146], [-1.058, 1.047, 0.061], [-3.324, 1.228, 0.822], [1.892, -0.830, -1.180], [-0.419, -0.003, 0.047], [-0.598, 0.971, -0.178], [1.966, -1.686, 0.150], [-0.630, -0.329, 0.154], [0.201, 0.091, 0.168], [-0.153, 0.170, 0.077]],
  "mulliken_spin": [0.115, 0.010, 0.001, 0.004, 0.020, -0.027, 0.001, 0.000, 0.000, 0.003, 2.799, 0.060, 0.128, 0.829, -0.072, 0.033, -0.010, 0.011, 0.032, 0.064],
  "homo_energy_ev": [-7.18, -9.90],
  "multiplicity": 5,
  "homo_lumo_gap_ev": [6.554, 8.577],
  "e_above_lowest_kj_mol": 0.0
}

=====

Entry 3:
{
  "formula": "C21H49F3N3O16P3",
  "method": "ωB97M-V/def2-TZVPD",
  "species": ["C", "O", "C", "C", "C", "N", "N", "C", "O", "C", "C", "C", "C", "F", "F", "F", "C", "N", "O", "C", "C", "O", "H", "H", "H", "H", "H", "H", "H", "H", "H", "H", "H", "H", "H", "H", "H", "H", "H", "H", "H", "H", "H", "H", "C", "O", "P", "O", "O", "C", "O", "C", "H", "H", "H", "H", "H", "H", "H", "H", "H", "C", "O", "P", "O", "O", "C", "O", "C", "H", "H", "H", "H", "H", "H", "H", "H", "H", "C", "O", "P", "O", "O", "C", "O", "C", "H", "H", "H", "H", "H", "H", "H", "H", "H"],
  "positions_angstrom": [[-4.386547, -3.993504, 0.926208], [-4.886052, -4.701949, -0.191687], [-4.279198, -4.350136, -1.417031], [-3.166582, -5.329435, -1.810678], [-1.822423, -5.033848, -1.111269], [-0.809852, -4.644797, -2.080445], [0.531008, -4.996873, -1.664259], [1.112989, -5.788254, -2.387282], [1.783425, -6.453759, -3.060261], [-0.929428, -3.263661, -2.530067], [-0.121240, -3.049030, -3.812303], [-0.616816, -3.944551, -4.960471], [-1.901827, -3.468654, -5.587641], [-1.921159, -2.151365, -5.862863], [-2.043058, -4.093809, -6.790599], [-3.006392, -3.785108, -4.889809], [-0.657985, -2.171857, -1.471768], [0.684166, -2.174106, -1.000999], [-0.899234, -0.886880, -2.121705], [-2.253257, -0.502326, -2.116375], [-2.287464, 1.025319, -1.923720], [-2.808419, -0.800604, -3.390296], [-5.211589, -3.849188, 1.622654], [-3.615031, -4.548930, 1.462979], [-4.001232, -3.000936, 0.688127], [-3.832929, -3.352906, -1.413886], [-5.032961, -4.390316, -2.202350], [-3.045736, -5.314408, -2.891550], [-3.512557, -6.330828, -1.563145], [-1.961664, -4.275147, -0.336410], [-1.522786, -5.955226, -0.624571], [-1.973339, -3.145732, -2.824522], [-0.236994, -2.030912, -4.166630], [0.933264, -3.236210, -3.623339], [0.131437, -3.964768, -5.745413], [-0.803095, -4.943232, -4.572462], [-1.309484, -2.242947, -0.602699], [0.743407, -1.679970, -0.124353], [1.319382, -1.766317, -1.670911], [-2.835238, -0.981274, -1.332484], [-2.825888, 1.464008, -2.759866], [-2.811713, 1.314839, -1.016108], [-1.288380, 1.449106, -1.943100], [-2.090819, -0.611775, -4.003260], [3.884616, 2.159856, 2.148975], [4.583386, 2.260880, 0.905797], [4.257991, 1.143129, -0.259101], [3.038179, 0.474816, 0.255852], [5.634502, 0.348099, 0.163865], [6.873516, 1.069964, 0.245943], [4.290432, 0.427232, -1.759647], [5.297049, 0.827692, -2.712336], [4.316842, 2.917974, 2.802689], [2.827449, 2.374265, 2.016724], [4.027736, 1.173062, 2.585734], [7.094559, 1.295253, 1.288337], [6.846452, 2.003821, -0.316685], [7.662478, 0.438049, -0.159231], [6.226610, 0.290081, -2.517043], [5.482522, 1.901104, -2.679613], [4.940357, 0.570040, -3.706340], [-8.570503, 0.020060, 3.422760], [-8.172269, -0.484017, 2.147106], [-6.707593, -0.033842, 1.586785], [-5.980079, 0.535359, 2.732062], [-7.327525, 1.100843, 0.588726], [-8.467497, 0.784313, -0.226506], [-5.477883, -0.413958, 0.568339], [-5.772581, -1.096669, -0.671879], [-9.600775, -0.300934, 3.570845], [-7.958425, -0.393774, 4.219807], [-8.523003, 1.107257, 3.431872], [-9.366750, 1.193239, 0.232289], [-8.596784, -0.290144, -0.357360], [-8.323942, 1.242858, -1.203230], [-6.075910, -0.373459, -1.430331], [-6.554496, -1.843186, -0.532273], [-4.872830, -1.600568, -1.002424], [5.441131, 6.018578, 7.026808], [6.071909, 6.921038, 6.120294], [6.217491, 6.451048, 4.545834], [5.325862, 5.270261, 4.469957], [7.783434, 6.040896, 4.830049], [8.663546, 6.987388, 5.457394], [6.528304, 6.614618, 2.925840], [7.329345, 7.723307, 2.464614], [5.538187, 6.462878, 8.017096], [4.384730, 5.901251, 6.800092], [5.943844, 5.053264, 7.008409], [8.769548, 6.740985, 6.513013], [8.299603, 8.011653, 5.370538], [9.636859, 6.918233, 4.974555], [8.388896, 7.482710, 2.567583], [7.108123, 8.639216, 3.011728], [7.102643, 7.886241, 1.414308]],
  "forces_ev_per_angstrom": [[-0.301, -0.162, 0.534], [0.118, 0.781, -0.001], [0.552, -0.918, -0.764], [-0.164, 0.420, 0.282], [-0.357, -0.462, -0.078], [-0.154, -0.157, -0.238], [-0.479, -0.157, 0.121], [0.171, 0.517, -0.203], [0.169, -0.400, 0.049], [0.099, 0.278, 0.039], [-0.397, -0.222, -0.234], [0.134, 0.395, 0.840], [0.192, -0.740, -0.974], [-0.099, 0.009, 0.265], [-0.113, 0.118, 0.126], [0.088, 0.362, 0.150], [1.078, 0.423, -0.811], [-0.320, -0.402, 0.236], [-0.865, -0.554, 1.073], [0.745, 1.806, -0.993], [-0.304, -0.021, -0.135], [-0.370, -0.676, 0.513], [-0.091, -0.037, 0.049], [0.155, -0.079, -0.110], [0.059, 0.029, -0.236], [-0.241, 0.230, 0.213], [-0.282, 0.128, 0.119], [0.159, 0.105, -0.094], [-0.006, -0.101, 0.073], [0.044, -0.012, 0.161], [0.442, 0.068, 0.096], [-0.165, -0.102, 0.150], [0.239, 0.263, 0.305], [0.117, -0.016, -0.046], [-0.001, -0.142, -0.160], [0.056, -0.207, -0.230], [-0.218, -0.171, -0.047], [0.319, 0.246, -0.043], [0.121, 0.070, 0.046], [-0.030, -0.444, -0.108], [-0.174, 0.028, -0.016], [0.139, 0.030, 0.169], [0.155, -0.098, 0.236], [-0.075, 0.021, -0.239], [-0.488, 0.416, 0.290], [0.357, 1.682, -2.486], [-0.274, -5.964, 4.309], [-0.164, 0.721, -0.574], [0.583, 0.407, -0.804], [-0.166, -0.205, 0.240], [0.044, 3.341, -0.708], [0.091, -0.268, 0.034], [0.110, 0.056, -0.179], [-0.040, -0.186, 0.037], [-0.072, -0.076, -0.183], [0.019, 0.092, -0.006], [0.073, 0.027, 0.040], [-0.044, -0.058, -0.019], [-0.019, 0.026, 0.056], [0.019, 0.000, -0.082], [-0.081, -0.026, 0.042], [-0.074, -0.136, 0.531], [0.861, -2.055, -1.503], [0.743, 5.427, 0.894], [-0.084, -0.570, -0.021], [-0.130, -0.620, -0.323], [0.068, 0.211, 0.157], [-1.623, -2.514, 0.471], [-0.137, 0.265, -0.030], [0.027, -0.063, -0.175], [0.113, 0.126, -0.027], [0.138, -0.014, -0.009], [-0.044, -0.052, 0.003], [-0.066, 0.022, -0.024], [0.065, 0.038, 0.021], [-0.013, 0.004, 0.045], [0.042, -0.080, -0.109], [0.046, 0.034, 0.037], [-0.560, -0.060, 0.230], [-0.232, 2.650, -1.345], [1.842, -6.898, 0.888], [-0.381, 0.784, -0.123], [0.336, 0.905, -0.319], [-0.083, -0.324, 0.074], [-1.160, 3.072, 0.942], [0.187, -0.192, -0.082], [0.095, 0.152, -0.106], [0.035, -0.142, -0.082], [-0.042, -0.009, -0.155], [-0.010, 0.075, 0.037], [0.057, 0.026, 0.055], [-0.018, -0.052, -0.047], [-0.031, -0.015, 0.058], [0.015, 0.046, -0.066], [-0.071, -0.071, 0.010]],
  "mulliken_charge": [-0.570, -0.462, 0.358, -0.774, -0.590, 0.797, -0.901, 0.754, -0.457, 0.567, -1.231, -1.012, 0.865, -0.285, -0.332, -0.235, -0.666, -0.467, -0.588, 0.877, -1.613, -0.516, 0.271, 0.301, 0.194, -0.295, 0.412, 0.277, 0.456, 0.338, 0.415, -0.085, 0.389, 0.597, 0.357, 0.366, 0.644, 0.313, 0.180, -0.102, 0.350, 0.353, 0.351, 0.410, -0.493, -0.290, 1.058, -0.661, -0.350, -0.737, -0.251, -0.702, 0.169, 0.275, 0.281, 0.251, 0.340, 0.276, 0.270, 0.317, 0.248, -0.625, -0.349, 0.991, -0.716, -0.348, -0.723, -0.172, 0.090, 0.242, 0.276, 0.300, 0.258, 0.343, 0.291, 0.353, 0.407, -0.620, -0.589, -0.394, 1.086, -0.589, -0.333, -0.724, -0.296, -0.684, 0.240, 0.274, 0.294, 0.249, 0.343, 0.274, 0.279, 0.316, 0.247],
  "homo_energy_ev": -8.41,
  "multiplicity": 1,
  "homo_lumo_gap_ev": 7.119,
  "smiles": "COCCCN(N=C=O)[C@H](CCC(F)(F)F)[C@@H](N)O[C@@H](C)O.COP(=O)(OC)OC.COP(=O)(OC)OC.COP(=O)(OC)OC"
}

=====

Calculated total energy, -1015.01306; -2066.94424; -3521.24575 a.u. (same order as the records).